The following is a quantum chemistry calculation of a 6-piece molecular cluster, C10H33BrN2O7 overall, from the OMol25 dataset.

ORCA input file:
```
! RIJCOSX wB97M-V def2-TZVPD def2/J DEFGRID3
* xyz 0 1
Br -2.011 4.366 1.456
O 3.243 3.221 4.090
O -5.035 -1.987 0.669
O 5.380 2.664 6.055
O 2.560 -6.060 2.913
O 2.983 -3.584 1.332
O -0.186 -0.576 -4.752
O -7.536 0.216 2.364
N -0.852 2.499 -6.874
N -0.757 -0.249 -0.461
C 0.385 2.416 -4.837
C -6.182 -1.140 0.640
C 2.659 -4.779 3.395
C 0.865 -1.287 -5.429
C 4.585 3.832 6.082
C -0.847 0.291 -5.706
C 3.161 3.659 5.452
C 3.579 -3.826 2.533
C -0.093 1.626 -5.947
C -6.286 -0.474 2.056
H 2.529 2.844 5.803
H -7.166 -1.525 0.377
H 0.494 -2.282 -5.675
H 1.020 1.724 -4.284
H 0.140 -0.293 0.000
H -1.232 -0.288 -6.545
H 1.021 3.174 -5.294
H 1.167 -0.959 -6.424
H -1.230 0.630 -0.302
H 1.797 -4.124 3.523
H 2.455 3.587 3.683
H 3.206 -4.360 0.812
H 1.636 -6.281 3.050
H -0.370 2.992 -4.303
H 5.275 4.502 5.570
H 4.433 4.324 7.043
H 2.699 4.645 5.501
H -6.027 -1.246 2.781
H 4.573 -4.236 2.356
H -5.198 -2.829 1.102
H -1.829 2.681 -6.689
H -5.957 -0.264 0.032
H -5.404 0.159 2.149
H 5.266 2.365 5.150
H -7.994 -0.363 2.977
H -1.699 0.598 -5.099
H -0.421 3.408 -6.965
H -0.760 -0.435 -1.454
H 3.129 -4.885 4.373
H -1.367 -1.032 -0.273
H 1.683 -1.501 -4.741
H 3.659 -2.940 3.163
H 0.854 1.381 -6.427
*
```

Its total energy is -98253.887 eV. For the relative energy (zero: lowest compared OMol25 entry of this formula, charge and spin), the calculation gives 464.5 kJ/mol. For the orbital gap, the calculation gives 4.7 eV. Its HOMO energy is -6.250 eV. The calculation puts the LUMO energy at -1.5950 eV.

The net atomic charges from natural (NBO), expressed in e, are: Br -0.99; O -0.75; O -0.74; O -0.72; O -0.71; O -0.72; O -0.56; O -0.71; N -0.85; N -0.86; C -0.62; C -0.10; C -0.10; C -0.28; C -0.09; C -0.07; C -0.11; C -0.08; C -0.07; C -0.09; H 0.18; H 0.17; H 0.17; H 0.21; H 0.46; H 0.20; H 0.21; H 0.19; H 0.48; H 0.16; H 0.48; H 0.47; H 0.47; H 0.22; H 0.17; H 0.18; H 0.18; H 0.15; H 0.16; H 0.47; H 0.36; H 0.19; H 0.18; H 0.47; H 0.47; H 0.18; H 0.36; H 0.45; H 0.16; H 0.45; H 0.19; H 0.17; H 0.17

---

The following is a quantum chemistry calculation of a 6-piece molecular cluster, C10H34NO8 overall, from the OMol25 dataset.

ORCA input file:
```
! RIJCOSX wB97M-V def2-TZVPD def2/J DEFGRID3
* xyz 1 1
O 0.192 2.491 0.632
O -3.626 3.259 -1.651
O 0.887 -1.872 2.600
O -2.549 0.487 -1.080
O 2.253 -2.443 -0.408
O 2.757 0.039 1.286
O -1.669 -1.692 1.022
O 0.298 0.253 -2.775
N 0.239 -0.230 -0.119
C -0.114 -0.710 -3.781
C 0.512 -2.016 -3.447
C -3.227 1.334 -0.154
C -1.455 -2.566 2.173
C 3.454 -1.513 -0.361
C -4.288 2.205 -0.953
C 3.658 -1.014 1.065
C 0.314 4.034 2.433
C 1.070 2.988 1.622
C 0.061 -2.925 2.146
H -3.065 2.892 -2.339
H -0.176 1.049 -3.028
H 1.726 -2.335 2.647
H 4.367 -1.949 -0.768
H -2.562 1.992 0.405
H 0.143 -0.359 -4.780
H -0.244 3.225 0.193
H 0.301 -2.367 -2.437
H -3.722 0.717 0.595
H 0.047 4.931 1.875
H -0.595 3.615 2.864
H 0.250 -3.832 2.721
H 2.604 -3.316 -0.596
H 1.439 2.122 2.172
H 0.342 -3.110 1.109
H -2.595 -1.668 0.769
H -4.981 2.515 -0.171
H -1.202 -0.662 -3.784
H 1.948 3.371 1.102
H -0.555 -0.784 0.171
H 1.012 4.233 3.247
H 3.666 -1.840 1.777
H 1.084 -0.462 0.384
H -2.139 1.151 -1.639
H 3.229 -0.726 -1.082
H 1.602 -1.994 -3.465
H 0.275 -2.708 -4.256
H 4.673 -0.646 1.215
H -2.120 -3.429 2.210
H -1.831 -2.008 3.030
H -4.978 1.627 -1.568
H 0.115 0.755 0.063
H 2.723 0.316 2.204
H 0.452 -0.422 -1.088
*
```

Its total energy is -28783.648 eV. For the relative energy (zero: lowest compared OMol25 entry of this formula, charge and spin), the calculation gives 147.6 kJ/mol. For the orbital gap, the calculation gives 10.5 eV. Its HOMO energy is -12.877 eV. The calculation puts the LUMO energy at -2.3879 eV.

The net atomic charges from natural (NBO), expressed in e, are: O -0.77; O -0.71; O -0.72; O -0.72; O -0.77; O -0.74; O -0.76; O -0.75; N -0.91; C -0.07; C -0.65; C -0.10; C -0.09; C -0.11; C -0.10; C -0.09; C -0.64; C -0.05; C -0.10; H 0.45; H 0.47; H 0.47; H 0.20; H 0.17; H 0.18; H 0.48; H 0.22; H 0.18; H 0.22; H 0.22; H 0.18; H 0.48; H 0.17; H 0.18; H 0.50; H 0.19; H 0.17; H 0.17; H 0.46; H 0.23; H 0.17; H 0.44; H 0.44; H 0.20; H 0.22; H 0.24; H 0.19; H 0.19; H 0.19; H 0.18; H 0.45; H 0.49; H 0.45

---

The following is a quantum chemistry calculation of a 6-piece molecular cluster, C10H34NO9 overall, from the OMol25 dataset.

ORCA input file:
```
! RIJCOSX wB97M-V def2-TZVPD def2/J DEFGRID3
* xyz 1 1
O -2.864 0.153 -1.340
O 1.493 -2.341 -0.469
O -1.840 0.449 2.204
O 0.076 -2.390 2.818
O -1.611 -2.914 0.353
O 2.330 0.274 0.158
O 1.560 2.499 -1.548
O 3.383 1.933 -3.509
O -2.427 -0.099 4.952
N -0.365 -0.164 -0.371
C -2.267 1.965 -2.879
C -1.244 0.521 4.551
C -0.004 -3.638 2.146
C 3.102 -0.552 -0.628
C 2.774 -2.033 -0.136
C 2.308 3.576 -1.965
C 2.697 3.202 -3.488
C -3.327 0.906 -2.452
C -1.592 1.295 3.241
C -1.353 -3.878 1.410
H -0.118 -1.143 -0.354
H 1.741 4.506 -1.935
H -2.196 -3.236 -0.336
H 3.512 -2.715 -0.558
H 2.914 -0.370 -1.686
H 3.227 3.507 -1.383
H 0.523 0.287 -0.209
H 2.842 -2.013 0.952
H -1.373 1.446 -3.226
H -2.568 -0.074 2.547
H -2.188 2.665 -2.048
H 1.354 -2.541 -1.398
H -3.552 -0.447 -1.043
H -2.648 -0.110 5.886
H 4.143 -0.309 -0.417
H 3.321 3.964 -3.956
H 0.858 -3.593 1.481
H -3.533 0.266 -3.310
H 2.092 1.740 -1.798
H -1.379 -4.860 0.936
H -0.812 -0.031 -1.267
H -0.491 -0.267 4.531
H -2.213 -3.912 2.079
H -0.785 1.977 2.973
H -1.123 1.225 5.374
H -2.669 2.636 -3.638
H 1.836 3.364 -4.137
H -1.034 0.007 0.367
H -0.026 -1.737 2.121
H 0.224 -4.516 2.750
H 2.892 0.844 0.688
H 3.171 1.508 -4.343
H -4.224 1.375 -2.049
H -2.552 1.797 3.359
*
```

Its total energy is -30830.121 eV. For the relative energy (zero: lowest compared OMol25 entry of this formula, charge and spin), the calculation gives 201.8 kJ/mol. For the orbital gap, the calculation gives 10.1 eV. Its HOMO energy is -12.470 eV. The calculation puts the LUMO energy at -2.4140 eV.

The net atomic charges from natural (NBO), expressed in e, are: O -0.77; O -0.74; O -0.75; O -0.71; O -0.78; O -0.76; O -0.73; O -0.74; O -0.77; N -0.90; C -0.64; C -0.10; C -0.10; C -0.10; C -0.08; C -0.07; C -0.11; C -0.06; C -0.08; C -0.09; H 0.45; H 0.20; H 0.48; H 0.18; H 0.17; H 0.16; H 0.46; H 0.20; H 0.20; H 0.49; H 0.22; H 0.48; H 0.49; H 0.49; H 0.19; H 0.17; H 0.18; H 0.17; H 0.47; H 0.18; H 0.45; H 0.20; H 0.18; H 0.18; H 0.18; H 0.24; H 0.18; H 0.47; H 0.46; H 0.20; H 0.50; H 0.48; H 0.18; H 0.18

---

The following is a quantum chemistry calculation of a 6-piece molecular cluster, C10H35IO13P2Si overall, from the OMol25 dataset.

ORCA input file:
```
! RIJCOSX wB97M-V def2-TZVPD def2/J DEFGRID3
* xyz 0 1
I 0.168 2.264 -1.582
P -4.529 1.012 -4.021
P -2.403 0.591 -3.768
Si -1.375 2.552 -3.557
O -5.270 0.350 -2.752
O 0.551 0.248 -5.543
O -0.150 0.865 6.524
O -2.077 -2.393 -2.778
O 1.684 -3.904 4.038
O 2.745 2.654 0.926
O -1.132 -4.332 -0.994
O 1.061 2.302 4.449
O 2.670 -0.676 -7.122
O 0.625 -2.412 6.157
O 3.937 4.342 2.815
O -5.036 0.110 -5.463
O -4.946 2.702 -4.090
C 1.085 1.550 6.743
C 2.561 4.506 2.464
C 1.851 1.633 5.429
C 1.401 -1.331 -7.160
C 0.270 -3.756 4.183
C 0.700 -1.143 -5.820
C -2.197 -3.459 -0.623
C 2.347 4.018 1.036
C -2.068 -2.139 -1.372
C -0.064 -3.555 5.656
H 3.240 -1.182 -6.517
H -1.115 -1.654 -1.138
H 2.287 5.559 2.575
H 1.373 0.673 -5.857
H -0.226 -4.641 3.774
H -0.629 2.942 -4.755
H 1.507 -2.425 5.737
H 3.546 2.563 1.479
H 0.143 1.998 4.592
H 2.790 2.179 5.554
H -0.025 -2.879 3.597
H 2.069 0.632 5.044
H 0.063 -0.068 6.349
H -1.818 -0.027 -4.948
H 0.822 -0.870 -7.966
H -0.994 -4.195 -1.952
H 1.927 -4.763 4.425
H -3.135 -3.961 -0.883
H 4.447 4.988 2.297
H 0.838 2.551 7.111
H -4.381 0.325 -6.208
H 1.657 1.019 7.510
H 2.959 4.594 0.335
H 0.261 -4.417 6.247
H -0.290 -1.607 -5.824
H 1.552 -2.390 -7.390
H -2.359 3.632 -3.318
H -2.163 -3.305 0.458
H 1.296 4.101 0.745
H -1.138 -3.407 5.800
H 1.974 3.908 3.168
H -4.321 3.233 -4.666
H -2.886 -1.455 -1.127
H -2.976 -2.678 -3.015
H 1.294 -1.575 -5.009
*
```

Its total energy is -72109.766 eV. For the orbital gap, the calculation gives 9.3 eV. Its HOMO energy is -9.406 eV. The calculation puts the LUMO energy at -0.0855 eV. The structure (SMILES) is O=P(O)(O)P[SiH2]I.OCCO.OCCO.OCCO.OCCO.OCCO.

The net atomic charges from natural (NBO), expressed in e, are: I -0.17; P 1.91; P -0.24; Si 0.62; O -1.02; O -0.74; O -0.74; O -0.74; O -0.73; O -0.73; O -0.73; O -0.74; O -0.73; O -0.74; O -0.73; O -0.95; O -0.95; C -0.09; C -0.11; C -0.09; C -0.10; C -0.10; C -0.09; C -0.09; C -0.09; C -0.10; C -0.09; H 0.47; H 0.19; H 0.16; H 0.49; H 0.17; H -0.14; H 0.48; H 0.48; H 0.48; H 0.19; H 0.19; H 0.15; H 0.49; H 0.08; H 0.19; H 0.47; H 0.47; H 0.16; H 0.46; H 0.18; H 0.49; H 0.17; H 0.15; H 0.16; H 0.18; H 0.17; H -0.14; H 0.18; H 0.19; H 0.19; H 0.23; H 0.50; H 0.19; H 0.47; H 0.16

---

- The lowest orbital gap belongs to which entry?
  C10H33BrN2O7

---

- orbital gap of number 2 (C10H34NO8)?
  10.5 eV

---

- Which of these has the highest orbital gap?
  C10H34NO8

---

- Among the records above, which one has the highest orbital gap?
  C10H34NO8